w.
Here is an isolated ion of composition C19H29N2 and charge +1 from the Open Molecules 2025 dataset. Energies are from ωB97M-V/def2-TZVPD.

- LUMO energy: -2.82 eV
- Orbital gap: 7.76 eV
- SMILES: CN(C)c1ccc(C[NH2+][C@]23C[C@H]4C[C@H](C[C@H](C4)C2)C3)cc1

```
! RIJCOSX wB97M-V def2-TZVPD def2/J DEFGRID3
* xyz 1 1
N -1.620 -0.579 -5.280
N 0.355 1.362 0.534
C 1.317 0.926 -0.511
C -0.645 1.264 2.799
C 0.172 -1.014 1.545
C -1.736 -1.955 -5.532
C 0.233 -1.679 2.922
C 0.455 -0.516 -2.049
C 0.495 0.821 1.796
C 0.799 0.607 4.656
C 0.594 0.753 -1.733
C -0.453 0.408 4.108
C 1.806 0.930 2.460
C -0.815 1.192 -3.717
C 2.088 -0.127 3.779
C -0.925 -1.103 3.975
C -0.051 -1.155 -3.256
C -0.919 -0.283 -4.198
C -2.196 0.532 -5.954
C 0.076 1.696 -2.630
C 1.521 -1.379 3.646
H 1.691 -1.967 4.461
H 0.176 -2.583 2.729
H -0.297 2.623 -2.113
H 1.122 -1.382 -1.635
H -0.621 1.368 0.249
H -1.860 -1.308 3.512
H -0.547 -1.031 1.021
H -1.689 1.043 2.344
H -2.352 -1.956 -6.470
H -0.436 2.131 2.835
H -2.051 -2.631 -4.528
H 2.808 0.321 4.372
H -0.061 -2.196 -3.472
H -0.781 -1.643 4.787
H -2.565 -0.192 -6.768
H -3.060 1.026 -5.562
H 0.784 -1.175 0.957
H 0.632 2.407 0.768
H 2.048 1.816 2.658
H -1.482 0.931 4.682
H -1.500 1.178 -6.512
H -1.363 1.970 -4.119
H 2.807 0.502 1.843
H 2.211 0.475 -0.318
H 0.899 0.277 5.661
H 2.046 1.890 -0.723
H 2.531 -1.655 2.901
H -0.595 -2.469 -5.839
H 0.954 1.528 4.918
*
```

---

x.
Here is a 2-piece molecular cluster, C19H29N2 overall from the Open Molecules 2025 dataset. Energies are from ωB97M-V/def2-TZVPD.

- LUMO energy: -4.76 eV
- Orbital gap: 4.36 eV

```
! RIJCOSX wB97M-V def2-TZVPD def2/J DEFGRID3
* xyz 1 1
N 0.446 -2.854 -0.774
N 0.552 3.224 -0.839
C -0.373 4.350 -0.961
C -3.143 -1.772 -1.026
C 2.741 -3.489 -0.699
C 1.300 2.983 0.219
C -3.089 -4.276 -0.807
C -1.661 -1.754 -0.961
C 2.215 3.750 2.380
C 2.646 -1.963 -0.545
C 0.718 2.391 -2.027
C 1.304 -4.028 -0.712
C 2.066 4.365 3.619
C -0.317 4.579 3.230
C -0.180 3.935 2.004
C -0.906 -2.900 -0.813
C 0.802 4.801 4.042
C -1.559 -4.260 -0.648
C 1.155 -1.600 -0.619
C 1.102 3.558 1.523
C -3.758 -2.994 -0.315
H 3.297 -3.935 0.129
H -3.497 -5.136 -0.259
H -1.189 -0.779 -1.083
H -4.831 -3.040 -0.526
H 0.444 1.349 -1.815
H -3.473 -1.810 -2.080
H 2.931 4.505 4.268
H 2.177 2.348 0.035
H -3.333 -4.415 -1.871
H 1.762 2.396 -2.368
H 3.243 -3.746 -1.636
H -1.068 3.709 1.419
H -0.030 5.223 -0.396
H 3.190 3.414 2.031
H -3.630 -2.896 0.771
H 1.114 -4.617 0.200
H -3.538 -0.845 -0.591
H 0.688 5.305 5.003
H 0.067 2.785 -2.804
H 1.147 -4.707 -1.561
H -1.143 -5.001 -1.346
H 0.853 -1.077 0.303
H 3.042 -1.647 0.424
H 3.198 -1.451 -1.337
H 0.964 -0.908 -1.451
H -1.379 4.077 -0.619
H -1.305 4.909 3.555
H -0.432 4.592 -2.025
H -1.329 -4.651 0.358
*
```

---

The calculated energies rank the structures as follows, beginning with the most stable: x, w.

---

w.
Here is a 2-piece molecular cluster, C5H11NO overall from the Open Molecules 2025 dataset. Energies are from ωB97M-V/def2-TZVPD.

- LUMO energy (spin up / spin down): 3.78 / 3.60 eV
- ⟨S²⟩: 0.761
- Orbital gap (spin up / spin down): 3.27 / 6.34 eV

```
! RIJCOSX wB97M-V def2-TZVPD def2/J DEFGRID3
* xyz -1 2
O -0.723 -1.786 2.740
N 0.609 1.698 -0.016
C -1.021 0.176 -0.832
C 1.286 -0.595 -0.863
C 2.595 -0.561 -1.127
C 0.232 0.352 -0.452
C -2.334 0.915 -0.244
H -3.178 0.197 -0.189
H -1.140 -0.576 -1.521
H 3.098 -1.333 -1.738
H 3.231 0.162 -0.828
H -1.539 -1.566 3.325
H -1.997 1.351 0.670
H 1.529 1.966 -0.272
H 0.827 -1.563 -0.847
H -0.204 2.286 -0.267
H -2.670 1.769 -0.861
H -0.982 -2.004 1.831
*
```

---

x.
Here is a 2-piece molecular cluster, C5H11NO overall from the Open Molecules 2025 dataset. Energies are from ωB97M-V/def2-TZVPD.

- LUMO energy (spin up / spin down): 3.70 / 2.50 eV
- ⟨S²⟩: 0.761
- Orbital gap (spin up / spin down): 5.88 / 4.67 eV

```
! RIJCOSX wB97M-V def2-TZVPD def2/J DEFGRID3
* xyz -1 2
O -2.697 0.938 -0.420
N 0.403 -0.453 2.040
C 2.028 -0.495 1.438
C -2.302 0.718 -1.607
C -1.583 1.572 -2.464
C 2.021 -1.346 0.286
C -0.404 0.118 0.906
H -1.293 1.073 -3.375
H 0.257 -0.090 0.042
H -2.265 -0.319 -1.946
H 0.187 -1.440 2.101
H -1.285 -0.481 0.768
H 2.230 0.608 1.541
H -0.765 1.140 1.035
H 2.500 -2.333 0.366
H -1.551 2.648 -2.360
H 2.401 -0.862 2.393
H 2.118 -0.994 -0.742
*
```

---

The calculated energies rank the structures as follows, beginning with the most stable: w, x.

---

w.
Here is one molecule with the formula C2H3Cl2PS from the Open Molecules 2025 dataset. Energies are from ωB97M-V/def2-TZVPD.

- LUMO energy: 0.43 eV
- Orbital gap: 9.59 eV
- SMILES: C=CP(=S)(Cl)Cl

```
! RIJCOSX wB97M-V def2-TZVPD def2/J DEFGRID3
* xyz 0 1
Cl -2.281 -1.534 -0.893
Cl -1.465 -0.280 1.890
S -1.974 1.733 -0.656
P -1.391 -0.017 -0.017
C 0.634 -0.376 -0.266
C 1.610 0.356 0.230
H 1.516 1.421 0.631
H 2.691 0.050 -0.201
H 0.660 -1.353 -0.718
*
```

---

x.
Here is C2H3Cl2PS as an isolated structure from the Open Molecules 2025 dataset. Energies are from ωB97M-V/def2-TZVPD.

- LUMO energy (spin up / spin down): -2.31 / -2.20 eV
- Orbital gap (spin up / spin down): 7.03 / 7.04 eV

```
! RIJCOSX wB97M-V def2-TZVPD def2/J DEFGRID3
* xyz 0 1
Cl 1.789 -0.542 1.232
Cl 1.807 -0.073 -1.838
S 2.655 2.858 -0.119
P 0.910 0.617 -0.198
C -0.643 -0.268 -0.367
C -1.508 -0.665 0.553
H -1.389 -0.540 1.587
H -1.045 -0.441 -1.331
H -2.577 -0.946 0.482
*
```

---

The calculated energies rank the structures as follows, beginning with the most stable: w, x.

---

w.
Here is one molecule with the formula C6H13NO5 from the Open Molecules 2025 dataset. Energies are from ωB97M-V/def2-TZVPD.

- LUMO energy: 0.64 eV
- Orbital gap: 9.69 eV
- SMILES: OC[C@@H]1N[C@H](O)[C@@H](O)[C@H](O)[C@@H]1O

```
! RIJCOSX wB97M-V def2-TZVPD def2/J DEFGRID3
* xyz 0 1
O -2.310 0.783 -0.888
O 0.080 1.175 2.685
O -1.338 -1.488 0.557
O 0.961 -0.927 -2.888
O 2.552 -0.349 1.575
N 1.027 -0.500 -0.283
C 1.359 0.193 0.908
C 0.113 0.033 1.858
C -1.169 -0.172 0.985
C -1.063 0.789 -0.217
C 0.109 0.290 -1.038
C -0.302 -0.490 -2.346
H -0.730 0.992 3.240
H -0.953 -1.327 -2.215
H -0.433 -1.858 0.360
H 0.350 -0.880 2.461
H -0.784 0.164 -3.084
H 1.036 -1.865 -2.692
H 1.823 -0.858 -0.797
H -0.795 1.797 0.144
H -2.032 0.088 1.587
H 2.625 0.369 2.224
H 0.682 1.191 -1.429
H 1.573 1.272 0.707
H -2.383 1.578 -1.413
*
```

---

x.
Here is one molecule with the formula C6H13NO5 from the Open Molecules 2025 dataset. Energies are from ωB97M-V/def2-TZVPD.

- LUMO energy: 0.40 eV
- Orbital gap: 10.57 eV
- SMILES: C[C@@H](O)CON(CCO)C(=O)O

```
! RIJCOSX wB97M-V def2-TZVPD def2/J DEFGRID3
* xyz 0 1
O -0.794 -1.633 2.486
O -0.004 -0.005 0.451
O -2.789 -0.642 2.252
O -0.802 1.449 -1.866
O 3.385 -0.879 -0.453
N -1.266 -0.662 0.476
C 2.231 -0.041 -0.412
C 1.013 -0.879 -0.044
C -1.547 -0.996 1.823
C 2.516 1.065 0.588
C -1.747 0.405 -1.698
C -2.206 0.166 -0.269
H 1.283 -1.615 0.721
H 3.560 1.364 0.484
H -1.321 -0.520 -2.102
H 3.172 -1.706 -0.900
H -2.935 0.306 2.134
H 0.622 -1.407 -0.920
H -3.153 -0.374 -0.295
H -2.634 0.646 -2.290
H -2.378 1.139 0.222
H 2.358 0.725 1.613
H 1.890 1.937 0.398
H -0.515 1.751 -0.999
H 2.060 0.406 -1.400
*
```

---

y.
Here is one molecule with the formula C6H13NO5 from the Open Molecules 2025 dataset. Energies are from ωB97M-V/def2-TZVPD.

- LUMO energy: 0.35 eV
- Orbital gap: 9.67 eV
- SMILES: OC[C@@H]1N[C@H](O)[C@@H](O)[C@H](O)[C@@H]1O

```
! RIJCOSX wB97M-V def2-TZVPD def2/J DEFGRID3
* xyz 0 1
O -3.205 0.122 0.212
O 0.187 2.042 1.604
O 0.079 -0.996 1.691
O 0.408 -2.211 -1.945
O 2.769 -0.300 -0.696
N -0.733 -0.683 -0.578
C -2.016 0.979 0.531
C 1.602 -0.900 -0.230
C 1.037 -0.151 1.064
C -0.794 0.790 -0.391
C 0.501 1.113 0.608
C 0.464 -1.051 -1.242
H -1.072 1.366 -1.330
H 0.626 -0.298 -2.013
H -1.634 0.769 1.599
H 1.759 -1.982 0.193
H -1.569 -0.925 -1.085
H -2.346 2.094 0.566
H 1.097 1.641 -0.103
H 1.865 0.127 1.914
H -2.984 -0.783 0.387
H -0.045 2.858 1.277
H 3.495 -0.086 0.008
H 0.930 -2.219 -2.932
H -0.421 -1.317 0.888
*
```

---

The calculated energies rank the structures as follows, beginning with the most stable: w, x, y.